Model one:
{"formula": "C3H9NO2", "method": "ωB97M-V with the def2-TZVPD basis set", "elements": ["O", "C", "C", "H", "H", "H", "H", "N", "C", "O", "H", "H", "H", "H", "H"], "xyz": [[1.898, 0.010, -0.242], [2.131, -0.684, 0.745], [2.985, -0.220, 1.849], [1.909, -1.754, 0.610], [3.346, -1.022, 2.447], [2.448, 0.432, 2.528], [3.793, 0.327, 1.354], [-1.222, -0.430, -1.048], [-2.241, 0.611, -1.246], [-3.196, 0.719, -0.184], [-0.397, -0.051, -0.611], [-1.379, -1.217, -0.358], [-1.711, 1.580, -1.170], [-2.772, 0.655, -2.276], [-3.617, -0.153, -0.121]], "mulliken_charge": [-0.559, 0.217, -0.880, 0.395, 0.317, 0.265, 0.288, -0.026, -0.236, -0.395, 0.252, 0.374, 0.312, 0.331, 0.345], "total_charge": 1, "spin_multiplicity": 2, "s_squared": 0.7550}

Model two:
{"formula": "C3H9NO2", "method": "ωB97M-V with the def2-TZVPD basis set", "elements": ["C", "C", "O", "O", "H", "H", "H", "C", "N", "H", "H", "H", "H", "H", "H"], "xyz": [[0.949, 2.641, 0.601], [0.619, 1.607, -0.466], [-0.474, 0.908, -0.099], [1.089, 1.254, -1.474], [2.023, 2.536, 0.876], [0.428, 2.472, 1.520], [0.632, 3.577, 0.457], [-0.807, -2.365, 0.427], [-0.415, -1.576, -0.784], [0.435, -2.002, -1.152], [-0.976, -2.038, -1.450], [-0.998, 0.341, -0.823], [-0.741, -3.401, 0.343], [-1.700, -1.852, 0.800], [-0.064, -2.101, 1.224]], "mulliken_charge": [-1.057, 0.806, -0.320, -0.405, 0.294, 0.362, 0.375, -0.756, -0.400, 0.304, 0.320, 0.450, 0.400, 0.314, 0.314], "total_charge": 1, "spin_multiplicity": 2, "s_squared": 0.7599}

Model three:
{"formula": "C3H9NO2", "method": "ωB97M-V with the def2-TZVPD basis set", "elements": ["C", "C", "O", "N", "H", "H", "H", "H", "H", "C", "O", "H", "H", "H", "H"], "xyz": [[0.571, -1.809, 1.663], [0.243, -1.677, 0.206], [-0.786, -2.233, -0.263], [1.003, -0.987, -0.594], [0.787, -1.032, -1.592], [1.881, -0.622, -0.231], [1.337, -2.588, 1.760], [-0.317, -2.132, 2.214], [0.906, -0.849, 2.028], [-0.745, 2.447, -0.559], [-1.588, 2.531, -1.703], [-1.634, 1.689, -2.163], [0.293, 2.646, -0.844], [-0.795, 1.468, -0.086], [-1.156, 3.148, 0.164]], "mulliken_charge": [-1.043, 0.904, -0.168, -0.313, 0.275, 0.257, 0.354, 0.370, 0.370, -0.292, -0.474, 0.276, 0.244, -0.016, 0.256], "total_charge": 1, "spin_multiplicity": 2, "s_squared": 0.7547}

It turns out model three is the most stable, with the second structure 27.2 kcal/mol higher.

Model one:
{"formula": "ClH2NOS", "method": "ωB97M-V with the def2-TZVPD basis set", "elements": ["N", "O", "S", "Cl", "H", "H"], "xyz": [[1.234, 1.113, 0.221], [-1.571, -2.064, -0.987], [-2.082, -1.662, 0.287], [0.502, -0.402, 0.821], [1.205, 1.043, -0.813], [0.712, 1.972, 0.472]], "mulliken_charge": [-0.471, -0.271, 0.251, -0.057, 0.279, 0.270], "smiles": "NCl.O=S"}

Model two:
{"formula": "ClH2NOS", "method": "ωB97M-V with the def2-TZVPD basis set", "elements": ["N", "O", "S", "Cl", "H", "H"], "xyz": [[3.963, -1.620, 2.053], [0.232, 0.256, -0.095], [3.622, -0.259, 1.904], [4.208, 0.612, -0.064], [0.663, 1.059, 0.139], [0.876, -0.519, 0.204]], "mulliken_charge": [-0.085, -0.613, 0.347, -0.274, 0.311, 0.315]}

It turns out model two is the most stable, with the second structure 33.6 kcal/mol higher.

Model one:
{"formula": "C6H39NO13", "method": "ωB97M-V with the def2-TZVPD basis set", "elements": ["C", "O", "C", "C", "C", "C", "C", "N", "H", "H", "H", "H", "H", "H", "H", "H", "H", "H", "H", "H", "H", "H", "H", "H", "H", "O", "H", "H", "O", "H", "H", "O", "H", "H", "O", "H", "H", "O", "H", "H", "O", "H", "H", "O", "H", "H", "O", "H", "H", "O", "H", "H", "O", "H", "H", "O", "H", "H", "O"], "xyz": [[1.371, -0.020, -3.978], [0.994, -1.143, -4.842], [1.835, -0.358, -2.595], [0.566, -0.826, -1.803], [-0.196, 0.361, -1.179], [0.702, 1.211, -0.272], [0.135, 1.430, 1.152], [-0.832, 2.526, 1.245], [0.601, 0.731, -4.151], [2.221, 0.373, -4.582], [0.974, -1.894, -4.254], [2.308, 0.539, -2.204], [2.486, -1.209, -2.391], [-0.156, -1.499, -2.269], [0.931, -1.360, -0.906], [-1.047, -0.091, -0.655], [-0.743, 0.943, -1.929], [1.081, 2.094, -0.798], [1.642, 0.691, -0.012], [-0.270, 0.462, 1.496], [0.938, 1.655, 1.866], [-1.421, 2.571, 0.415], [-0.228, 3.316, 1.014], [-1.292, -0.211, -4.094], [-2.148, 0.890, -4.629], [-2.027, 0.369, -3.825], [2.129, 3.528, 0.502], [1.863, 4.592, 1.623], [1.704, 4.369, 0.698], [2.462, -1.649, 2.824], [3.783, -2.441, 3.134], [3.165, -2.236, 2.434], [-4.489, -0.098, 0.433], [-5.185, 1.234, -0.095], [-4.826, 0.771, 0.674], [-2.440, -1.967, 0.694], [-2.299, -0.494, 1.307], [-2.640, -1.036, 0.576], [2.583, -2.771, 0.830], [2.657, -3.211, -0.554], [1.968, -2.989, 0.083], [0.831, -0.855, 4.426], [0.933, -0.310, 2.991], [1.464, -0.679, 3.716], [-2.456, 1.800, 2.327], [-3.677, 0.997, 2.065], [-2.860, 0.955, 2.609], [-3.753, 0.768, -2.652], [-3.280, 1.608, -1.571], [-4.115, 1.405, -2.010], [-1.349, 0.038, 4.287], [-1.740, -1.154, 3.401], [-1.029, -0.811, 3.948], [-0.137, -3.695, 1.854], [0.201, -2.391, 1.169], [-0.554, -2.885, 1.519], [4.387, -1.318, 0.657], [4.457, 0.009, -0.004], [3.819, -0.641, 0.285]], "mulliken_charge": [-0.861, -0.537, -0.544, -0.384, 0.068, 0.013, -0.070, -0.672, 0.335, 0.334, 0.375, 0.352, 0.333, 0.569, -0.105, -0.211, 0.441, 0.274, 0.016, -0.846, 0.787, 0.204, 0.446, 0.272, 0.305, -0.616, 0.320, 0.325, -0.627, 0.409, 0.272, -0.686, 0.352, 0.285, -0.680, 0.263, 0.256, -0.657, 0.293, 0.280, -0.639, 0.328, 0.350, -0.720, 0.323, 0.329, -0.647, 0.336, 0.338, -0.645, 0.334, 0.239, -0.649, 0.275, 0.301, -0.572, 0.271, 0.215, -0.449]}

Model two:
{"formula": "C6H39NO13", "method": "ωB97M-V with the def2-TZVPD basis set", "elements": ["C", "C", "O", "N", "C", "C", "C", "C", "H", "H", "H", "H", "H", "H", "H", "H", "H", "H", "H", "H", "H", "H", "H", "H", "H", "O", "H", "H", "O", "H", "H", "O", "H", "H", "O", "H", "H", "O", "H", "H", "O", "H", "H", "O", "H", "H", "O", "H", "H", "O", "H", "H", "O", "H", "H", "O", "H", "H", "O"], "xyz": [[1.706, -0.420, 0.001], [2.885, 0.255, -0.738], [2.994, 1.609, -0.335], [0.495, 0.098, -0.560], [-0.647, -0.235, 0.244], [-1.442, -1.570, -0.065], [-1.939, -2.192, 1.232], [-2.534, -1.373, -1.128], [1.783, -0.434, 1.136], [1.900, -1.501, -0.109], [2.642, 0.100, -1.787], [3.836, -0.154, -0.393], [2.386, 2.231, -0.791], [0.400, 1.055, -0.880], [-1.502, 0.454, 0.145], [-0.429, -0.208, 1.331], [-0.740, -2.328, -0.530], [-1.260, -3.002, 1.481], [-3.013, -2.512, 1.128], [-1.889, -1.622, 2.175], [-3.120, -0.449, -1.014], [-3.365, -2.064, -0.956], [-2.013, -1.562, -2.074], [-1.054, 1.727, 2.761], [0.334, 2.049, 1.882], [-0.618, 2.077, 1.984], [0.032, -0.858, -3.163], [0.359, -1.253, -4.565], [0.332, -1.637, -3.669], [2.584, 3.317, 2.496], [2.813, 2.126, 1.488], [2.731, 2.373, 2.426], [1.127, -4.854, 0.882], [1.924, -4.140, -0.115], [1.831, -4.192, 0.851], [-1.674, 0.993, -3.978], [-1.547, 0.978, -2.369], [-1.211, 0.655, -3.214], [0.727, -2.715, -1.859], [1.768, -3.116, -2.868], [1.331, -3.432, -2.077], [1.232, -0.452, 2.977], [0.404, -1.246, 3.815], [0.477, -0.309, 3.583], [0.819, 4.156, -1.387], [2.186, 4.178, -0.872], [1.400, 3.614, -0.817], [-1.258, 3.837, -2.777], [-1.746, 3.485, -1.306], [-1.044, 3.870, -1.842], [-3.863, 1.386, 1.031], [-3.447, 0.299, 2.112], [-4.185, 0.738, 1.683], [-3.110, 3.548, 1.060], [-1.855, 2.619, 0.788], [-2.757, 2.859, 0.499], [2.387, -2.775, 1.733], [3.150, -1.947, 2.852], [2.282, -2.135, 2.466]], "mulliken_charge": [1.273, -1.044, -0.605, 0.587, 0.122, 2.069, -1.456, -1.451, -0.450, -0.404, 0.364, 0.427, 0.395, 0.350, -0.400, -0.380, -0.617, 0.262, 0.289, 0.266, 0.217, 0.504, 0.242, 0.239, 0.285, -0.639, 0.311, 0.287, -0.648, 0.286, 0.418, -0.688, 0.291, 0.307, -0.672, 0.231, 0.250, -0.554, 0.284, 0.289, -0.666, 0.196, 0.324, -0.669, 0.266, 0.306, -0.620, 0.278, 0.300, -0.618, 0.380, 0.291, -0.657, 0.281, 0.450, -0.729, 0.371, 0.277, -0.594]}

It turns out model one is the most stable, with the second structure 10.5 kcal/mol higher.